Entry 1:
9
Properties=species:S:1:pos:R:3:forces:R:3:nbo_charge:R:1 method="wB97M-V/def2-TZVPD" fmax_ev_per_a=4.385 multiplicity=1 de_lowest_kj_mol=474.7 gap_ev="8.598 / 8.600"
C 1.123620 -0.683513 -0.135305 -2.6 0.6 0.3 0.083
C -0.007606 0.061889 -0.868147 -1.2 -2.6 3.4 -0.286
C -0.179887 0.679376 0.640154 -2.6 -2.1 -0.4 -0.059
N 0.888695 -0.172713 1.015031 1.2 0.3 1.8 -0.428
Br -1.532975 -1.159629 -1.337752 0.5 0.2 0.3 -0.021
Br -0.283888 2.490825 1.165075 0.4 -0.2 -0.3 0.121
H 1.632740 -1.628778 -0.220590 0.6 0.1 -0.7 0.221
H 0.079593 0.458750 -1.791705 0.7 2.3 -2.4 0.229
H -1.720292 -0.046206 1.533240 3.0 1.2 -2.0 0.140

Entry 2:
9
Properties=species:S:1:pos:R:3:forces:R:3:nbo_charge:R:1 method="wB97M-V/def2-TZVPD" fmax_ev_per_a=4.486 multiplicity=3 de_lowest_kj_mol=135.2 gap_ev="9.040 / 6.290"
C 0.197706 2.023795 0.331685 0.1 1.3 -0.3 0.360
C -0.500640 -0.900811 -0.469119 0.9 -1.3 2.4 -0.508
C 0.488422 -0.488911 0.601715 0.8 -2.6 -3.6 -0.241
N 0.277003 3.024674 -0.258685 -0.1 -0.5 0.2 -0.417
Br -2.311429 -0.833928 0.244847 0.4 0.0 -0.3 0.022
Br 2.320589 -0.497221 0.158523 -1.0 0.2 0.3 0.134
H -0.350778 -0.225042 -1.221750 -0.4 1.9 -2.3 0.220
H -0.306809 -1.882834 -0.906635 -0.1 -0.1 0.4 0.239
H 0.185933 -0.219721 1.519423 -0.6 0.9 3.2 0.190

Entry 3:
9
Properties=species:S:1:pos:R:3:forces:R:3:nbo_charge:R:1 method="wB97M-V/def2-TZVPD" fmax_ev_per_a=5.301 multiplicity=1 de_lowest_kj_mol=208.8 gap_ev="7.033 / 7.134"
C -1.711595 -1.218392 0.559701 1.1 2.7 -1.3 -0.195
C -1.261381 -0.123551 0.190747 -1.8 -4.6 2.0 -0.092
C -0.581789 0.966210 -0.187812 2.3 2.5 -2.4 -0.496
P 1.869120 0.076103 -0.850931 -2.3 -0.6 -1.1 0.414
Br 2.948392 1.371466 0.382519 1.2 1.4 1.4 -0.165
Br 2.020101 -1.872736 0.149413 -0.2 -0.1 0.2 -0.190
H -2.174961 -2.158771 0.558789 -0.3 -0.6 0.4 0.233
H -0.666721 1.119764 -1.327978 0.1 0.5 2.0 0.243
H -0.441164 1.839906 0.525551 0.0 -1.2 -1.2 0.248

Entry 4:
10
Properties=species:S:1:pos:R:3:forces:R:3:nbo_charge:R:1 method="wB97M-V/def2-TZVPD" fmax_ev_per_a=7.715 multiplicity=3 de_lowest_kj_mol=33.4 gap_ev="6.965 / 7.050"
C 1.167289 1.018632 0.238363 -6.9 3.4 -0.5 -0.041
C -0.328488 -1.151102 -0.164560 2.4 0.3 -1.6 -0.533
C -0.270159 0.402002 -0.123859 1.7 -0.4 1.1 -0.244
O 2.199980 0.438418 0.191452 6.0 -3.7 -0.5 -0.212
Br -2.076821 -1.872032 -0.454150 -0.1 0.0 0.1 0.066
Br -1.066378 1.262674 -1.652920 -0.1 0.0 -0.4 0.103
Br -1.105984 0.866532 1.492904 -2.0 0.7 1.5 0.098
H 1.073335 2.011030 0.746314 0.2 -0.7 -0.4 0.262
H 0.316458 -1.454728 -1.080566 -1.0 0.2 1.7 0.247
H 0.090770 -1.521428 0.807022 -0.4 0.2 -1.1 0.254

Entry 5:
10
Properties=species:S:1:pos:R:3:forces:R:3:nbo_charge:R:1 method="wB97M-V/def2-TZVPD" fmax_ev_per_a=3.994 multiplicity=1 de_lowest_kj_mol=12.0 gap_ev="8.202 / 8.202"
C -0.085205 0.288559 -0.633886 -3.6 -0.9 -1.6 -0.104
C 1.171610 0.320923 0.087889 1.9 -1.5 -1.8 -0.539
C -1.280277 -0.310354 0.359915 0.7 0.9 -2.1 -0.440
S -0.448131 0.675338 -2.213932 0.5 -0.6 2.7 0.136
Br 2.791996 0.349893 -1.092159 -0.6 0.0 0.2 -0.014
Br -1.124044 0.389336 2.122388 -0.1 0.1 0.4 0.085
Br -1.296444 -2.222391 0.273374 0.5 -0.6 0.1 0.079
H 1.233486 1.287658 0.514702 0.3 0.4 1.5 0.273
H 1.326365 -0.657698 0.597777 -0.2 1.3 0.5 0.272
H -2.289358 -0.121265 -0.016067 0.6 0.7 0.0 0.253

Entry 6:
9
Properties=species:S:1:pos:R:3:forces:R:3:nbo_charge:R:1 method="wB97M-V/def2-TZVPD" fmax_ev_per_a=3.302 multiplicity=1 de_lowest_kj_mol=479.0 gap_ev="7.824 / 7.452"
C -0.231402 -0.462352 -0.261683 -2.6 1.1 -0.9 -0.040
C -1.274640 1.358021 0.426988 1.8 -2.5 1.1 0.704
C 1.207063 -0.633522 -0.178261 1.7 -0.6 1.3 -0.825
F -2.480648 1.374731 -0.023065 -0.4 0.3 -0.7 -0.319
F -0.648720 2.448536 0.084863 -0.2 0.3 -0.7 -0.334
Br -1.314276 -1.993044 0.236211 0.8 0.9 -0.1 0.039
H 1.757572 0.354127 -0.341122 -0.7 -1.4 -0.1 0.250
H 1.376871 -0.934293 0.912067 0.4 0.1 -1.2 0.247
H 1.608182 -1.512204 -0.856002 -0.9 1.8 1.3 0.277